1.
{
  "formula": "C21H20FN3O3",
  "method": "ωB97M-V with the def2-TZVPD basis set",
  "relative_energy_kcal_mol": 391.3,
  "orbital_gap_ev": 8.87,
  "symbols": ["C", "N", "C", "C", "C", "N", "C", "C", "C", "C", "C", "C", "N", "C", "C", "C", "C", "C", "F", "C", "C", "C", "O", "C", "C", "C", "O", "O", "H", "H", "H", "H", "H", "H", "H", "H", "H", "H", "H", "H", "H", "H", "H", "H", "H", "H", "H", "H"],
  "xyz": [[2.10843, -0.07098, -1.84772], [1.92155, -1.08175, -0.89876], [1.72161, -0.32484, 0.39482], [0.39615, 0.26453, 0.78231], [-0.94790, -0.45263, 0.51166], [-1.81936, 0.49488, 0.79912], [-3.20242, 0.39017, 0.54666], [-3.67885, -0.95629, 0.30160], [-5.22311, -1.03049, 0.26242], [-5.98467, 0.04064, 0.57537], [-5.16182, 1.18344, 0.88022], [-4.00872, 1.43565, 0.77124], [-1.18149, 1.61433, 0.92566], [0.10746, 1.55348, 1.11399], [0.85727, 2.80502, 1.30227], [2.20690, 3.04549, 0.92518], [2.95464, 4.08750, 1.16198], [2.42269, 4.91751, 2.29465], [3.05904, 6.03158, 2.62763], [1.27461, 4.80019, 2.49773], [0.41836, 3.51901, 2.30569], [1.99943, -2.40717, -1.09806], [1.69490, -3.07449, -0.09017], [1.96129, -2.76012, -2.52631], [2.32296, -4.25510, -2.54066], [0.98537, -4.95696, -2.42036], [0.44768, -5.66475, -3.30700], [0.55614, -4.92160, -1.16636], [1.52765, 0.79915, -1.68624], [3.05137, 0.12794, -2.06974], [1.49842, -0.48003, -2.82702], [2.41935, 0.35447, 0.77923], [1.88558, -1.09941, 1.17451], [-1.00567, -1.34097, 0.26229], [-2.98783, -1.74248, 0.33491], [-5.58262, -2.15536, 0.11082], [-6.84913, -0.03937, 0.63028], [-5.95678, 2.08514, 1.13608], [-3.48843, 2.21908, 1.43613], [2.55868, 2.39057, -0.11525], [3.74602, 4.26853, 0.70642], [0.93581, 5.34840, 3.43666], [-0.73449, 3.36947, 2.83110], [1.24078, -2.48197, -2.96073], [2.95911, -2.32544, -2.59591], [2.59269, -4.59218, -3.46253], [3.03555, -4.68343, -1.59077], [0.94582, -4.24835, -0.61499]],
  "mulliken_charge": [-1.201, 0.362, -2.027, 0.686, -1.581, 0.712, 1.074, -0.691, -0.434, -1.077, -0.155, -0.166, -0.902, 0.038, 0.408, -0.133, -0.907, 0.426, -0.312, -0.459, -0.147, 1.144, -0.790, -1.363, -0.716, 0.517, -0.649, -0.524, 0.469, 0.347, 0.284, 0.847, 0.412, 1.159, 0.440, 0.218, 0.808, 0.127, 0.183, -0.179, 0.835, 0.248, 0.165, 0.832, 0.519, 0.403, 0.272, 0.479]
}



2.
{
  "formula": "C21H31BBrLuN7PS4Sb",
  "method": "ωB97M-V with the def2-TZVPD basis set",
  "relative_energy_kcal_mol": 0.0,
  "total_charge": -1,
  "orbital_gap_ev": 6.79,
  "symbols": ["Lu", "C", "C", "N", "N", "C", "B", "N", "C", "C", "C", "N", "N", "C", "C", "C", "N", "H", "H", "H", "H", "H", "H", "H", "H", "H", "H", "C", "C", "C", "C", "C", "Br", "N", "C", "H", "H", "H", "H", "H", "H", "S", "Sb", "S", "S", "S", "C", "C", "P", "C", "C", "C", "C", "H", "H", "H", "H", "H", "H", "H", "H", "H", "H", "H", "H", "H", "H", "H"],
  "xyz": [[-0.52073, 0.17472, -1.66638], [-3.53528, 3.23486, 0.18697], [-3.16141, 1.98619, -0.31604], [-1.84146, 1.91844, -0.45732], [-1.34484, 3.11831, -0.07731], [-2.34744, 3.92441, 0.30974], [0.06371, 3.59632, -0.45615], [0.15483, 3.60554, -1.99635], [0.26158, 4.65646, -2.82586], [0.29833, 4.18054, -4.12056], [0.21092, 2.79023, -3.97947], [0.12599, 2.45842, -2.69920], [1.15544, 2.63838, 0.05867], [2.29427, 2.98559, 0.67799], [3.13121, 1.88797, 0.69752], [2.40081, 0.89367, 0.04258], [1.21152, 1.35232, -0.32804], [-4.53232, 3.58001, 0.39792], [-3.80597, 1.16166, -0.59322], [-2.15192, 4.93330, 0.63377], [0.25110, 4.69418, -0.01435], [0.29457, 5.66281, -2.44102], [0.37954, 4.74907, -5.03070], [0.20600, 2.02759, -4.74079], [2.43903, 3.98452, 1.05395], [4.12375, 1.81547, 1.10736], [2.69216, -0.11186, -0.20406], [4.69346, -4.02186, -0.89895], [3.26310, -3.88665, -1.34481], [2.70900, -4.73294, -2.30466], [1.38292, -4.59511, -2.64272], [0.62806, -3.60303, -2.00780], [1.37804, -0.60950, -3.35525], [1.14029, -2.76669, -1.11615], [2.42926, -2.92464, -0.80839], [5.35209, -4.18856, -1.75191], [4.80514, -4.86762, -0.21582], [5.02134, -3.12451, -0.37382], [3.32572, -5.48500, -2.78432], [0.91225, -5.21340, -3.39568], [2.82816, -2.22636, -0.08112], [-5.33612, -0.62597, -1.53027], [-3.76280, -1.34350, -3.02302], [-1.92103, -2.19913, -1.17422], [-1.02968, -3.42093, -2.55005], [-2.40629, 0.54136, -3.47970], [0.88428, -2.52544, 2.94306], [-0.52854, -2.19321, 2.46541], [-0.74149, -0.64861, 1.45266], [-0.10459, 0.63370, 2.63886], [-0.67410, 0.65826, 4.05478], [-2.58870, -0.39664, 1.64674], [-3.38857, -1.19472, 2.67550], [0.83692, -3.29901, 3.71264], [1.37731, -1.65375, 3.38023], [1.50423, -2.90434, 2.13693], [-1.17692, -2.09693, 3.33595], [-0.91931, -3.01053, 1.85355], [-0.29217, 1.59314, 2.14771], [0.98368, 0.52063, 2.66558], [-1.75014, 0.83234, 4.03499], [-0.21643, 1.46458, 4.63261], [-0.48585, -0.27782, 4.58396], [-3.03638, -0.60168, 0.67353], [-2.71632, 0.67299, 1.81763], [-3.31492, -2.26637, 2.48992], [-4.43902, -0.91578, 2.57409], [-3.07927, -0.99589, 3.70267]],
  "mulliken_charge": [1.048, -1.142, -0.256, 0.961, 0.294, -0.435, -0.128, 0.015, -0.181, -1.213, -0.277, 0.198, -0.075, -0.381, -1.164, -0.334, 0.810, 0.444, -0.038, 0.435, -0.179, 0.436, 0.388, 0.431, 0.470, 0.409, 0.196, -1.467, 0.306, -0.609, -1.046, 0.665, -0.642, 0.291, -0.284, 0.382, 0.290, 0.371, 0.393, 0.421, 0.313, -0.704, 0.496, -0.243, -0.224, -0.556, -1.184, -0.787, 1.202, -0.563, -1.480, 0.064, -1.745, 0.407, 0.276, 0.140, 0.514, 0.377, 0.149, 0.416, 0.244, 0.458, 0.290, -0.017, 0.281, 0.321, 0.457, 0.295]
}



3.
{
  "formula": "C12H48IN4O16",
  "method": "ωB97M-V with the def2-TZVPD basis set",
  "total_charge": 1,
  "orbital_gap_ev": 4.78,
  "symbols": ["N", "C", "N", "N", "I", "C", "C", "C", "C", "C", "C", "C", "N", "C", "C", "C", "C", "H", "H", "H", "H", "H", "H", "H", "H", "H", "H", "H", "H", "H", "H", "H", "H", "O", "H", "H", "O", "H", "H", "O", "H", "H", "O", "H", "H", "O", "H", "H", "O", "H", "H", "O", "H", "H", "O", "H", "H", "O", "H", "H", "O", "H", "H", "O", "H", "H", "O", "H", "H", "O", "H", "H", "O", "H", "H", "O", "H", "H", "O", "H", "H"],
  "xyz": [[0.75272, -2.91353, -0.01282], [1.12351, -1.80816, -0.93830], [2.08439, -2.16430, -1.88755], [2.35921, -1.11396, -2.63796], [3.84950, -1.50973, -4.06314], [1.83860, 0.17107, -2.64006], [0.78122, 0.64905, -1.64489], [0.40987, -0.48767, -0.66737], [-0.65165, -0.34446, 0.50434], [-1.87030, 0.67831, 0.14461], [-3.14180, -0.21657, -0.29551], [-3.77026, 0.18863, -1.75841], [-4.28057, -1.11354, -2.33208], [-5.36117, -1.70962, -1.55644], [-5.62909, -3.02397, -2.34334], [-4.63529, -3.07753, -3.56968], [-3.77879, -1.79344, -3.49442], [-0.18081, -3.28228, -0.24793], [1.39293, -3.72036, -0.16442], [2.20989, 0.92207, -3.41879], [0.33226, 1.68669, -1.61104], [-1.08195, -1.32686, 0.88704], [-0.10772, 0.13795, 1.40246], [-2.15185, 1.19455, 1.13539], [-1.57130, 1.48306, -0.60246], [-2.78265, -1.30600, -0.43422], [-3.98438, -0.25347, 0.47082], [-2.97349, 0.59076, -2.47815], [-4.60676, 0.96876, -1.67448], [-5.86832, -1.32676, -0.61912], [-6.40287, -3.81300, -2.04888], [-4.50885, -3.88599, -4.35829], [-2.93667, -1.39875, -4.13982], [-3.37753, 1.29684, 3.24611], [-3.36742, 0.67593, 3.98505], [-3.57346, 2.14784, 3.65867], [-0.07278, 2.69281, 2.46658], [0.55730, 2.40866, 1.79185], [-0.15834, 1.92478, 3.04466], [-4.49435, -6.17538, -2.29682], [-3.83377, -6.17924, -1.59443], [-4.52855, -5.25165, -2.58147], [7.67917, -2.36090, -3.91405], [6.73664, -2.17471, -3.82823], [8.06563, -1.98976, -3.11049], [2.31932, 0.96027, 1.54659], [2.94838, 0.67742, 0.87076], [2.23557, 0.18846, 2.12563], [2.65723, -2.04914, 2.34689], [1.73375, -2.20527, 2.10526], [3.00901, -2.93270, 2.51134], [-3.57689, 3.26134, -0.71640], [-3.56397, 2.98899, 0.21038], [-3.15324, 4.12985, -0.71285], [3.35832, 4.21567, 1.16531], [3.75113, 4.05725, 0.29803], [3.12967, 3.33426, 1.48497], [4.86737, 1.92851, 3.49487], [4.99408, 2.70040, 2.92765], [3.96944, 1.63466, 3.29344], [7.39731, 0.48105, 5.20471], [6.93237, -0.04135, 5.86999], [6.68765, 0.90631, 4.70358], [5.76399, -3.03752, -1.24099], [4.95373, -2.53349, -1.38664], [5.51979, -3.68299, -0.56595], [9.07276, -0.20026, 8.02910], [8.41327, 0.33624, 8.48505], [8.94119, 0.01064, 7.09500], [-5.93397, 5.14048, -1.43735], [-6.85559, 4.98855, -1.67714], [-5.58480, 4.25376, -1.27935], [-7.77436, 3.57419, -0.07215], [-8.71672, 3.76702, 0.00872], [-7.38753, 3.95402, 0.72816], [8.09569, -5.16459, -4.60752], [8.03373, -5.56643, -3.73317], [7.89696, -4.22971, -4.45122], [-5.94381, 6.43847, 1.36088], [-6.60513, 6.97357, 1.81656], [-6.07579, 6.64590, 0.42535]],
  "mulliken_charge": [-0.496, 0.693, -0.489, -0.175, 0.397, -0.032, -0.762, 0.695, -0.807, -0.056, -0.615, -0.630, 0.257, -0.319, -0.443, -0.683, -0.153, 0.272, 0.288, 0.419, 0.439, 0.440, -0.123, 0.045, 0.563, 0.304, 0.195, 0.243, 0.199, 0.308, 0.383, 0.446, 0.339, -0.561, 0.278, 0.296, -0.603, 0.259, 0.330, -0.652, 0.281, 0.293, -0.608, 0.189, 0.322, -0.489, 0.291, 0.259, -0.652, 0.300, 0.315, -0.655, 0.298, 0.313, -0.619, 0.313, 0.267, -0.602, 0.328, 0.306, -0.629, 0.317, 0.295, -0.554, 0.262, 0.304, -0.645, 0.317, 0.333, -0.598, 0.339, 0.286, -0.638, 0.301, 0.340, -0.637, 0.296, 0.381, -0.641, 0.306, 0.327]
}



4.
{
  "formula": "C20H16N2O5S3Ti",
  "method": "ωB97M-V with the def2-TZVPD basis set",
  "relative_energy_kcal_mol": 0.0,
  "total_charge": 2,
  "orbital_gap_ev": 5.26,
  "symbols": ["Ti", "O", "C", "O", "C", "C", "C", "C", "C", "N", "C", "O", "O", "H", "H", "H", "H", "S", "C", "N", "C", "C", "S", "H", "H", "H", "H", "H", "C", "C", "O", "S", "C", "C", "C", "C", "C", "C", "C", "C", "H", "H", "H", "H", "H", "H", "H"],
  "xyz": [[-0.18525, -0.72762, -2.32831], [-3.56724, -3.14419, -2.93462], [-2.58253, -2.31158, -2.98697], [-1.81446, -2.07125, -2.03967], [-2.35790, -1.61132, -4.26719], [-2.94190, -1.83444, -5.49855], [-2.46813, -1.07636, -6.57294], [-1.43882, -0.15888, -6.39364], [-0.91338, -0.01720, -5.11738], [-1.37855, -0.72482, -4.10190], [0.26352, 0.83657, -4.69133], [0.79018, 1.67048, -5.34231], [0.62271, 0.48417, -3.43194], [-3.65603, -3.57102, -2.06235], [-3.72492, -2.56841, -5.62580], [-2.89680, -1.22107, -7.55556], [-1.03728, 0.42722, -7.20937], [1.48852, -2.41376, -2.36409], [1.99522, -2.59872, -0.72229], [1.22063, -2.87299, 0.29506], [1.85916, -2.90428, 1.61696], [3.36001, -3.06343, 1.36524], [3.65445, -2.51054, -0.35203], [0.21613, -2.92301, 0.18771], [1.46286, -3.74240, 2.18623], [1.62726, -1.97449, 2.13950], [3.68980, -4.09541, 1.45751], [3.94762, -2.44097, 2.03436], [2.04725, 3.82541, 5.85232], [0.74824, 4.57181, 5.78514], [0.61302, 5.74214, 5.92262], [-0.77903, 3.51267, 5.67443], [-0.51982, 2.66121, 4.17321], [0.25742, 3.17628, 3.12668], [0.34781, 2.49847, 1.93416], [-0.35690, 1.29189, 1.74921], [-1.14012, 0.78195, 2.79887], [-1.20967, 1.45275, 3.99585], [-0.30077, 0.64788, 0.50359], [-0.24323, 0.11207, -0.60574], [2.80758, 4.50948, 6.22325], [2.33080, 3.47815, 4.85649], [1.95897, 2.95307, 6.49650], [0.76129, 4.12789, 3.23863], [0.93838, 2.89999, 1.12157], [-1.69129, -0.13928, 2.66152], [-1.80480, 1.05590, 4.80735]],
  "mulliken_charge": [0.478, -0.371, 0.589, -0.389, 0.394, -0.487, -0.337, -0.616, 0.600, -0.164, 0.323, -0.454, -0.451, 0.424, 0.528, 0.482, 0.511, -0.221, 0.531, -0.093, -0.538, -0.549, -0.002, 0.193, 0.375, 0.237, 0.362, 0.407, -0.890, 0.612, -0.437, -0.138, 0.518, -0.688, -0.560, 0.184, -0.600, -0.805, -0.075, 0.173, 0.311, 0.325, 0.329, 0.616, 0.484, 0.452, 0.427]
}



5.
{
  "formula": "C11H15N",
  "method": "ωB97M-V with the def2-TZVPD basis set",
  "relative_energy_kcal_mol": 42.3,
  "orbital_gap_ev": 8.88,
  "symbols": ["C", "C", "C", "N", "C", "C", "C", "C", "C", "C", "H", "H", "H", "H", "H", "H", "H", "H", "H", "C", "C", "H", "H", "H", "H", "H", "H"],
  "xyz": [[-2.18726, 0.80544, -0.93991], [-1.71277, 0.52517, 0.48549], [-2.33251, 0.57604, 1.69341], [-1.39591, 0.28757, 2.71779], [-0.17710, 0.00472, 2.11889], [1.09259, -0.07967, 2.68617], [2.18980, 0.00808, 1.87315], [2.07721, 0.21430, 0.52339], [0.91242, 0.23575, -0.07299], [-0.24799, 0.11551, 0.75381], [-1.38597, 1.51974, -1.25020], [-3.21633, 1.11133, -1.03413], [-2.09300, -0.24381, -1.43108], [-3.26067, 0.89635, 1.97727], [-1.71534, 0.14246, 3.59407], [1.10412, -0.10769, 3.72540], [3.26826, 0.00324, 2.21388], [2.99481, 0.42552, -0.02859], [0.71129, 0.53099, -1.09568], [0.87762, -1.07667, -3.68319], [0.87978, -1.19409, -5.21236], [1.48893, -1.88482, -3.19913], [1.27728, -0.12610, -3.30937], [-0.18392, -1.17803, -3.30059], [0.34907, -0.46231, -5.92966], [0.31362, -2.14653, -5.60903], [1.88847, -1.30085, -5.70277]],
  "mulliken_charge": [-1.001, 0.614, -0.964, -0.052, -0.295, -0.579, -0.529, -0.396, -0.304, 1.012, 0.250, 0.346, 0.161, 0.473, 0.120, 0.445, 0.251, 0.349, 0.093, -0.448, -0.955, 0.263, 0.193, 0.142, 0.279, 0.250, 0.281]
}



Number 1: energy -1301.53467 a.u., LUMO 0.17 eV, maximum force 20.0 eV Å⁻¹. Number 2: energy -7211.29165 a.u., LUMO 2.41 eV, maximum force 0.9 eV Å⁻¹. Number 3: energy -2206.07806 a.u., LUMO -5.58 eV, maximum force 7.0 eV Å⁻¹. Number 4: energy -3300.99955 a.u., LUMO -7.75 eV, maximum force 0.4 eV Å⁻¹. Number 5: energy -482.84775 a.u., LUMO 0.95 eV, maximum force 4.8 eV Å⁻¹.